No. 1
14
Properties=species:S:1:pos:R:3 method="wB97M-V/def2-TZVPD" e_homo_ha=-0.3195 e_lumo_ev=-0.161 mol_weight_g_mol=88.11 de_lowest_ev=4.7022 gap_ev=8.53
O 0.59 -1.98 -0.39
C 1.39 -0.94 0.13
C 0.99 0.46 -0.02
C -0.18 0.71 -0.90
C -1.27 0.95 0.15
O -1.14 0.00 1.21
H -0.27 -1.88 0.05
H 1.66 -1.11 1.18
H 2.36 -0.97 -0.39
H -0.36 0.33 1.69
H -0.03 1.63 -1.48
H -0.46 -0.12 -1.55
H -2.27 0.81 -0.26
H -1.22 1.96 0.57



No. 2
14
Properties=species:S:1:pos:R:3 method="wB97M-V/def2-TZVPD" e_homo_ha=-0.3797 e_lumo_ev=1.010 mol_weight_g_mol=88.11 smiles=C[C@H]1O[C@H]1CO de_lowest_ev=2.0276 gap_ev=11.34
C 1.83 0.28 -0.25
C 0.91 -0.64 0.51
O 0.14 -0.06 1.56
C -0.55 -0.56 0.41
C -1.26 0.43 -0.49
O -2.66 0.26 -0.48
H 1.37 1.26 -0.39
H 2.08 -0.13 -1.23
H 2.77 0.42 0.31
H 1.34 -1.61 0.76
H -1.12 -1.47 0.60
H -0.96 0.26 -1.53
H -0.96 1.45 -0.21
H -2.94 0.12 0.43



No. 3
14
Properties=species:S:1:pos:R:3 method="wB97M-V/def2-TZVPD" e_homo_ha=-0.3420 e_lumo_ev=1.010 mol_weight_g_mol=88.11 smiles="COCCC=O" de_lowest_ev=2.6703 gap_ev=10.32
C -1.09 -1.06 -0.78
O -1.02 0.07 0.18
C -0.04 0.00 1.23
C 1.21 0.56 0.53
C 0.51 1.10 -0.72
O 0.51 0.53 -1.79
H -1.67 -0.73 -1.66
H -1.64 -1.78 -0.21
H -0.18 -1.52 -1.20
H 0.03 -1.02 1.60
H -0.35 0.63 2.08
H 1.92 -0.22 0.24
H 1.75 1.34 1.08
H 0.06 2.10 -0.60



No. 4
14
Properties=species:S:1:pos:R:3 method="wB97M-V/def2-TZVPD" e_homo_ha=-0.3127 e_lumo_ev=0.538 mol_weight_g_mol=88.11 de_lowest_ev=5.5986 gap_ev=9.05
C 1.55 -0.20 -0.22
C 0.46 -0.12 0.83
C -0.77 0.72 0.66
O -1.05 1.35 -0.57
C -0.87 -0.80 0.68
O -1.06 -1.21 -1.02
H 2.09 -1.15 -0.11
H 1.14 -0.17 -1.23
H 2.27 0.62 -0.10
H 0.83 -0.17 1.86
H -1.18 1.24 1.52
H -0.30 1.91 -0.80
H -1.60 -1.61 -0.16
H -1.50 -0.40 -1.33



No. 5
14
Properties=species:S:1:pos:R:3 method="wB97M-V/def2-TZVPD" e_homo_ha=-0.3415 e_lumo_ev=0.773 mol_weight_g_mol=88.11 smiles=C[C@H]1[C@@H](O)[C@H]1O de_lowest_ev=1.9919 gap_ev=10.07
C 1.52 -0.15 -0.23
C 0.36 -0.23 0.72
C -0.87 0.64 0.58
O -0.95 1.48 -0.54
C -0.94 -0.82 0.21
O -1.11 -1.07 -1.15
H 2.27 -0.90 0.05
H 1.19 -0.41 -1.24
H 2.03 0.81 -0.27
H 0.60 -0.48 1.75
H -1.36 1.04 1.47
H -0.08 1.89 -0.65
H -1.34 -1.58 0.86
H -1.26 -0.20 -1.55



No. 6
14
Properties=species:S:1:pos:R:3 method="wB97M-V/def2-TZVPD" e_homo_ha=-0.3579 e_lumo_ev=0.795 mol_weight_g_mol=88.11 smiles=OCC1COC1 de_lowest_ev=2.6225 gap_ev=10.53
O -1.24 0.43 1.92
C -0.06 0.48 1.14
C -0.07 -0.46 -0.02
C -0.83 -0.05 -1.29
O 0.40 0.17 -2.00
C 1.18 -0.28 -0.89
H -0.71 0.17 2.67
H 0.71 0.14 1.84
H 0.14 1.52 0.85
H -0.28 -1.48 0.33
H -1.44 -0.84 -1.74
H -1.43 0.87 -1.20
H 1.76 -1.18 -1.09
H 1.86 0.51 -0.52



No. 7
14
Properties=species:S:1:pos:R:3 method="wB97M-V/def2-TZVPD" e_homo_ha=-0.3034 e_lumo_ev=1.125 mol_weight_g_mol=88.11 smiles=C1COCCO1 de_lowest_ev=4.8999 gap_ev=9.38
C 1.17 0.70 -0.74
C -0.26 1.12 -0.45
O -0.59 0.50 0.75
C -1.31 -0.75 0.74
C 0.45 -1.25 0.54
O 1.14 -0.71 -0.59
H 1.51 0.94 -1.76
H 1.87 1.18 -0.03
H -0.38 2.18 -0.23
H -0.93 0.80 -1.26
H -2.17 -0.51 1.46
H -1.87 -0.93 -0.20
H 1.01 -1.00 1.46
H 0.37 -2.28 0.30



No. 8
14
Properties=species:S:1:pos:R:3 method="wB97M-V/def2-TZVPD" e_homo_ha="-0.2469 / -0.2469" e_lumo_ev="0.875 / 0.875" mol_weight_g_mol=88.11 de_lowest_ev=6.1742 gap_ev="7.59 / 7.59"
O 0.96 -1.03 -0.55
C 1.23 0.55 -0.66
C -0.10 1.06 -0.69
C -0.81 -0.93 0.00
C -0.91 0.09 1.12
O -0.79 1.35 0.51
H 1.59 -1.52 0.03
H 1.86 0.74 0.22
H 1.79 0.68 -1.59
H -0.46 1.63 -1.54
H -1.57 -0.87 -0.77
H -0.72 -1.96 0.36
H -0.10 -0.09 1.84
H -1.86 0.02 1.68



No. 9
14
Properties=species:S:1:pos:R:3 method="wB97M-V/def2-TZVPD" e_homo_ha=-0.3687 e_lumo_ev=0.735 mol_weight_g_mol=88.11 smiles="C[C@H](C=O)CO" de_lowest_ev=1.3846 gap_ev=10.77
C -1.14 -1.08 0.22
C -0.17 0.11 0.31
C -0.66 1.31 -0.53
O -1.84 1.44 -0.73
C 1.25 -0.36 -0.01
O 2.21 0.63 0.27
H -2.16 -0.80 0.49
H -0.81 -1.88 0.89
H -1.17 -1.50 -0.80
H -0.16 0.47 1.35
H 0.00 2.12 -0.95
H 1.50 -1.23 0.61
H 1.29 -0.70 -1.06
H 1.85 1.46 -0.05



No. 10
14
Properties=species:S:1:pos:R:3 method="wB97M-V/def2-TZVPD" e_homo_ha=-0.3232 e_lumo_ev=0.767 mol_weight_g_mol=88.11 smiles="O=CCCCO" de_lowest_ev=2.4506 gap_ev=9.56
O -2.15 1.67 0.18
C -1.16 0.98 0.21
C -1.24 -0.56 0.26
C 0.21 -1.03 0.38
C 1.17 -0.11 -0.46
O 1.53 1.30 0.02
H -0.08 1.43 0.21
H -1.72 -0.95 -0.65
H -1.89 -0.89 1.09
H 0.51 -1.07 1.43
H 0.31 -2.07 0.01
H 2.15 -0.57 -0.47
H 0.74 -0.07 -1.48
H 1.60 1.95 -0.71



No. 11
14
Properties=species:S:1:pos:R:3 method="wB97M-V/def2-TZVPD" e_homo_ha=-0.3225 e_lumo_ev=0.930 mol_weight_g_mol=88.11 de_lowest_ev=5.2605 gap_ev=9.71
C 1.48 -0.53 0.87
C 0.47 0.47 0.33
O 1.17 1.43 -0.45
C -0.59 -0.19 -0.56
C -2.38 -0.12 -0.41
O -1.50 0.77 -1.05
H 1.99 -1.04 0.05
H 2.23 0.00 1.47
H 0.98 -1.27 1.50
H -0.07 0.96 1.16
H 0.50 2.03 -0.82
H -0.21 -0.86 -1.34
H -1.45 -0.69 0.38
H -2.63 -0.94 -1.12



No. 12
14
Properties=species:S:1:pos:R:3 method="wB97M-V/def2-TZVPD" e_homo_ha=-0.3338 e_lumo_ev=0.799 mol_weight_g_mol=88.11 smiles="C=C(C)O.C=O" de_lowest_ev=2.0996 gap_ev=9.88
C 0.93 0.97 -0.95
C 0.04 -0.02 -0.86
C 0.38 -1.44 -0.50
O -1.27 0.22 -1.17
H 0.61 1.96 -1.27
H 1.98 0.80 -0.77
H 0.52 -2.01 -1.42
H 1.29 -1.50 0.09
H -0.43 -1.91 0.07
H -1.81 -0.21 -0.48
C -0.56 0.80 1.81
O -1.21 -0.22 1.71
H -0.83 1.73 1.29
H 0.35 0.85 2.45



Repeat the fifth record exactly.
14
Properties=species:S:1:pos:R:3 method="wB97M-V/def2-TZVPD" e_homo_ha=-0.3415 e_lumo_ev=0.773 mol_weight_g_mol=88.11 smiles=C[C@H]1[C@@H](O)[C@H]1O de_lowest_ev=1.9919 gap_ev=10.07
C 1.52 -0.15 -0.23
C 0.36 -0.23 0.72
C -0.87 0.64 0.58
O -0.95 1.48 -0.54
C -0.94 -0.82 0.21
O -1.11 -1.07 -1.15
H 2.27 -0.90 0.05
H 1.19 -0.41 -1.24
H 2.03 0.81 -0.27
H 0.60 -0.48 1.75
H -1.36 1.04 1.47
H -0.08 1.89 -0.65
H -1.34 -1.58 0.86
H -1.26 -0.20 -1.55